Computed, not measured: a 2-piece molecular cluster, C4H13N2O overall, with the ωB97M-V functional and the def2-TZVPD basis.

Atoms and positions in Å:
C (-0.453, -0.500, -2.799)
C (-1.721, -0.578, -2.000)
N (0.664, 0.051, -1.929)
H (-0.134, -1.372, -3.363)
H (-0.547, 0.278, -3.533)
H (-2.430, -1.345, -2.300)
H (-2.268, 0.360, -1.994)
H (1.369, 0.422, -2.561)
H (0.269, 0.759, -1.296)
H (1.020, -0.622, -1.251)
H (-1.491, -0.927, -0.989)
C (1.621, -0.331, 2.155)
C (0.321, 0.332, 1.717)
O (0.193, 0.763, 0.572)
N (-0.612, 0.495, 2.667)
H (2.324, -0.072, 1.393)
H (1.409, -1.392, 2.276)
H (-1.487, 0.964, 2.520)
H (-0.376, 0.027, 3.526)
H (2.027, 0.081, 3.076)

The calculation puts the calculated total energy at -344.745585 Eh. The calculation puts the energy above the lowest of the compared OMol25 structures with the same formula, charge and spin at 13.3 kcal per mole. The net charge is +1. As for the max |F|: 1.33 eV Å⁻¹. The value obtained for the LUMO energy is -2.9792 eV.


Computed, not measured: an isolated ion of composition C4H13N2O and charge +1, with the ωB97M-V functional and the def2-TZVPD basis.

Atoms and positions in Å:
N (0.026, 1.480, -0.869)
C (-0.227, 0.514, -1.997)
C (0.176, -0.914, -1.490)
N (0.265, -0.982, -0.079)
C (-0.738, -0.857, 1.001)
C (-0.022, -0.305, 2.192)
O (0.655, 0.913, 1.832)
H (0.717, 1.092, -0.201)
H (0.173, 2.442, -1.171)
H (-0.830, 1.550, -0.313)
H (0.488, 0.730, -2.787)
H (-1.255, 0.611, -2.309)
H (1.160, -1.144, -1.907)
H (-0.477, -1.657, -1.957)
H (1.153, -1.269, 0.301)
H (-1.184, -1.842, 1.158)
H (-1.536, -0.186, 0.667)
H (-0.712, -0.065, 3.009)
H (0.649, -1.024, 2.653)
H (1.518, 0.913, 2.268)

The calculation puts the calculated total energy at -344.688756 Eh. The calculation puts the energy above the lowest of the compared OMol25 structures with the same formula, charge and spin at 49.0 kcal per mole. The net charge is +1. As for the max |F|: 2.09 eV Å⁻¹. The value obtained for the LUMO energy is -3.1456 eV.


Computed, not measured: a 2-piece molecular cluster, C4H13N2O2 overall, with the ωB97M-V functional and the def2-TZVPD basis.

Atoms and positions in Å:
C (-0.718, -1.011, 0.249)
C (0.831, -0.740, 0.865)
C (1.424, 0.682, 1.093)
N (1.439, 1.551, -0.125)
N (-0.532, -1.433, -1.193)
C (-0.355, -0.219, -2.171)
O (-0.774, 0.991, -1.916)
H (-1.245, -1.775, 0.871)
H (-1.272, -0.031, 0.227)
H (1.440, -1.149, 0.129)
H (0.844, -1.345, 1.707)
H (0.933, 1.188, 1.952)
H (2.435, 0.548, 1.467)
H (1.970, 0.955, -0.937)
H (0.491, 1.653, -0.540)
H (-1.567, -1.823, -1.452)
H (0.813, -0.211, -1.986)
H (-0.624, -0.539, -3.143)
H (-2.490, 0.474, 1.496)
H (-1.220, 1.267, 1.354)
O (-1.825, 0.968, 2.053)

The calculation puts the calculated total energy at -420.124177 Eh. The calculation puts the energy above the lowest of the compared OMol25 structures with the same formula, charge and spin at 59.4 kcal per mole. The net charge is -1. As for the max |F|: 4.94 eV Å⁻¹. The value obtained for the LUMO energy is 3.8747 eV.


Computed, not measured: a 2-piece molecular cluster, C4H13N2O2 overall, with the ωB97M-V functional and the def2-TZVPD basis.

Atoms and positions in Å:
C (-0.613, -0.508, -1.408)
O (-1.256, -1.395, -0.648)
C (-0.046, 0.554, -0.429)
C (0.624, 0.062, 0.832)
C (1.557, 1.103, 1.627)
N (2.678, 1.616, 0.794)
N (-1.217, 1.350, -0.103)
H (-1.373, -0.066, -2.169)
H (0.050, -1.114, -1.990)
H (0.685, 1.163, -0.944)
H (-0.225, -0.164, 1.442)
H (1.178, -0.897, 0.589)
H (0.928, 2.065, 1.987)
H (2.202, 0.620, 2.578)
H (2.320, 2.428, 0.268)
H (3.079, 1.091, 0.128)
H (-1.717, 1.317, -0.891)
H (-1.778, 0.801, 0.623)
H (-2.628, -3.945, -0.273)
H (-2.021, -2.551, -0.942)
O (-2.426, -3.531, -1.069)

The calculation puts the calculated total energy at -420.137640 Eh. The calculation puts the energy above the lowest of the compared OMol25 structures with the same formula, charge and spin at 50.9 kcal per mole. The net charge is -1. As for the max |F|: 5.63 eV Å⁻¹. The value obtained for the LUMO energy is 3.9667 eV.


Computed, not measured: a 3-piece molecular cluster, C4H13N2O2 overall, with the ωB97M-V functional and the def2-TZVPD basis.

Atoms and positions in Å:
C (1.948, -0.350, -0.265)
N (1.863, -0.015, -1.701)
C (0.599, -0.328, 0.476)
C (0.787, -0.604, 1.954)
N (-0.012, 0.954, 0.190)
C (-1.420, 0.949, 0.000)
O (-1.821, -0.144, -0.860)
H (2.538, 0.436, 0.195)
H (2.440, -1.313, -0.216)
H (1.164, -0.628, -2.132)
H (1.362, 0.870, -1.739)
H (-0.116, -1.079, 0.104)
H (0.348, -1.519, 2.336)
H (0.545, 0.284, 2.545)
H (1.959, -0.651, 2.231)
H (2.943, -1.178, 2.249)
H (-2.018, 0.900, 0.912)
H (-1.679, 1.880, -0.532)
H (-4.748, 0.454, -2.459)
H (-2.692, 0.132, -1.195)
O (-3.989, 0.953, -2.095)

The calculation puts the calculated total energy at -419.892948 Eh. The calculation puts the energy above the lowest of the compared OMol25 structures with the same formula, charge and spin at 135.6 kcal per mole. The spin multiplicity is 2. As for the max |F|: 1.64 eV Å⁻¹. The value obtained for the LUMO energy (spin up / spin down) is -0.2620 / -3.2084 eV.


Computed, not measured: a 2-piece molecular cluster, C4H13N2O2 overall, with the ωB97M-V functional and the def2-TZVPD basis.

Atoms and positions in Å:
N (0.820, -1.592, -1.622)
C (-0.002, -1.224, -0.409)
C (0.777, -1.711, 0.820)
C (-0.016, 0.335, -0.500)
N (-1.172, 0.854, -0.076)
C (-2.062, 0.265, 0.912)
O (0.865, 0.879, -1.141)
H (0.748, -2.591, -1.793)
H (0.478, -1.056, -2.421)
H (1.738, -1.146, -1.501)
H (-1.034, -1.537, -0.467)
H (1.755, -1.222, 0.811)
H (0.306, -1.454, 1.759)
H (0.896, -2.790, 0.697)
H (-1.251, 1.857, -0.140)
H (-2.859, -0.339, 0.473)
H (-2.660, 1.083, 1.317)
H (-1.530, -0.152, 1.762)
H (0.707, 2.669, 0.826)
H (1.005, 2.385, 2.270)
O (0.484, 2.047, 1.532)

The calculation puts the calculated total energy at -419.963244 Eh. The calculation puts the energy above the lowest of the compared OMol25 structures with the same formula, charge and spin at 39.0 kcal per mole. The net charge is +1. As for the max |F|: 2.19 eV Å⁻¹. The value obtained for the LUMO energy is -3.2237 eV.


Computed, not measured: a 2-piece molecular cluster, C4H13N2O2 overall, with the ωB97M-V functional and the def2-TZVPD basis.

Atoms and positions in Å:
O (-2.142, 0.567, -1.704)
C (-1.094, 0.690, -1.070)
N (-0.112, 1.494, -1.461)
C (-0.889, -0.215, 0.134)
N (-2.073, -1.147, 0.079)
C (0.573, -1.810, 1.467)
C (0.432, -1.009, 0.182)
H (0.839, 1.508, -1.133)
H (-0.286, 1.967, -2.337)
H (-0.971, 0.377, 1.050)
H (-1.730, -2.104, 0.064)
H (-2.547, -0.800, -0.802)
H (-2.696, -1.039, 0.880)
H (1.322, -2.596, 1.330)
H (-0.328, -2.367, 1.715)
H (0.931, -1.183, 2.273)
H (1.238, -0.282, 0.056)
H (0.479, -1.549, -0.756)
H (2.714, 3.882, 0.086)
H (3.538, 2.685, -0.314)
O (2.802, 2.933, 0.260)

The calculation puts the calculated total energy at -419.988387 Eh. The calculation puts the energy above the lowest of the compared OMol25 structures with the same formula, charge and spin at 23.2 kcal per mole. The net charge is +1. As for the max |F|: 1.28 eV Å⁻¹. The value obtained for the LUMO energy is -3.0809 eV.


Computed, not measured: a 2-piece molecular cluster, C4H13N2O2P overall, with the ωB97M-V functional and the def2-TZVPD basis.

Atoms and positions in Å:
C (2.414, -1.797, 0.577)
C (3.272, 1.443, -0.884)
C (-5.420, 0.591, 0.622)
C (-3.838, -0.528, -0.683)
N (1.120, -1.227, 0.832)
N (2.169, 1.220, -0.048)
O (-0.284, 0.938, 0.356)
O (-4.871, 0.216, -0.486)
P (0.867, 0.133, -0.054)
H (3.083, -1.150, -0.143)
H (2.943, -1.718, 1.585)
H (2.256, -2.898, 0.321)
H (4.119, 0.677, -0.654)
H (3.010, 1.499, -1.954)
H (3.898, 2.368, -0.554)
H (-6.379, 1.112, 0.382)
H (-5.060, 0.407, 1.596)
H (0.981, -0.181, -1.466)
H (-3.651, -0.576, -1.680)
H (-3.268, -1.137, -0.055)
H (0.749, -1.338, 1.740)
H (1.890, 1.946, 0.649)

The calculation puts the calculated total energy at -761.396868 Eh. The calculation puts the energy above the lowest of the compared OMol25 structures with the same formula, charge and spin at 114.7 kcal per mole. As for the max |F|: 3.75 eV Å⁻¹. The value obtained for the LUMO energy (spin up / spin down) is 0.8511 / 0.8523 eV.


Computed, not measured: a 2-piece molecular cluster, C4H13N2OS overall, with the ωB97M-V functional and the def2-TZVPD basis.

Atoms and positions in Å:
C (2.058, -0.154, 0.594)
N (0.620, 0.124, 0.895)
C (-0.295, -0.459, -0.058)
C (-0.551, -1.931, -0.025)
S (-0.068, -2.729, -1.693)
C (-1.640, 0.366, 0.228)
N (-2.656, 0.212, -0.907)
H (2.181, -0.089, -0.560)
H (2.583, 0.692, 0.961)
H (2.307, -1.156, 1.006)
H (0.437, 0.108, 1.931)
H (0.097, -0.247, -1.089)
H (-1.525, -2.393, -0.040)
H (0.127, -2.498, 0.779)
H (-1.418, 1.473, 0.368)
H (-2.199, -0.017, 1.156)
H (-2.904, -0.808, -1.144)
H (-2.294, 0.549, -1.801)
H (1.525, 2.579, 0.335)
H (1.551, 3.130, -0.872)
O (2.062, 3.247, -0.065)

The calculation puts the calculated total energy at -743.108110 Eh. The calculation puts the energy above the lowest of the compared OMol25 structures with the same formula, charge and spin at 44.5 kcal per mole. The net charge is -1. As for the max |F|: 4.34 eV Å⁻¹. The value obtained for the LUMO energy is 3.4789 eV.


Computed, not measured: a 2-piece molecular cluster, C4H13N2OS overall, with the ωB97M-V functional and the def2-TZVPD basis.

Atoms and positions in Å:
C (-0.319, 0.751, -2.360)
N (-0.505, 1.193, -0.973)
C (-0.934, 0.052, -0.101)
C (-0.609, 0.273, 1.341)
S (-1.504, -1.013, 2.385)
C (1.146, 0.434, -2.610)
N (1.961, 1.623, -2.625)
H (-0.598, 1.500, -3.112)
H (-1.050, -0.053, -2.546)
H (-1.248, 1.876, -0.921)
H (-2.015, -0.108, -0.206)
H (-0.486, -0.853, -0.515)
H (0.470, 0.153, 1.456)
H (-1.014, 1.199, 1.735)
H (1.558, -0.161, -1.780)
H (1.234, -0.245, -3.462)
H (1.576, 2.302, -1.978)
H (2.149, 2.139, -3.465)
H (1.254, -1.499, 2.631)
H (1.957, -2.142, 1.459)
O (1.929, -2.157, 2.409)

The calculation puts the calculated total energy at -743.150742 Eh. The calculation puts the energy above the lowest of the compared OMol25 structures with the same formula, charge and spin at 17.8 kcal per mole. The net charge is -1. As for the max |F|: 1.89 eV Å⁻¹. The value obtained for the LUMO energy is 3.4423 eV.


The lowest max |F| belongs to which entry?
number 7


Among the records above, which one has the lowest max |F|?
number 7